one) The following is a quantum chemistry calculation of a cluster of 2 separate species, C2H4N3 in total, from the Open Molecules 2025 dataset.

**Molar mass**: 70.08 g/mol
**Orbital gap**: 9.72 eV
**Lowest unoccupied orbital energy**: -6.44 eV

Geometry as ORCA input:
```
! RIJCOSX wB97M-V def2-TZVPD def2/J DEFGRID3
* xyz 1 1
C -0.1833 1.6518 0.4137
C 0.4904 -1.3920 0.0117
N -0.0536 2.7592 0.6844
N 0.0399 -0.4037 -0.9600
N -0.7820 -1.2568 -0.6442
H 1.0318 -2.1908 -0.5102
H 0.7242 -1.1241 1.0763
H 0.3411 3.5921 0.9928
H -1.6085 -1.6358 -1.0645
*
```

two) The following is a quantum chemistry calculation of the ion C2H4N3 with charge +1, from the Open Molecules 2025 dataset.

**SMILES**: C[C@]12N=[N+]1N2
**Molar mass**: 70.08 g/mol
**Orbital gap (alpha / beta)**: 10.01 / 10.01 eV
**Lowest unoccupied orbital energy (alpha / beta)**: -7.14 / -7.14 eV

Geometry as ORCA input:
```
! RIJCOSX wB97M-V def2-TZVPD def2/J DEFGRID3
* xyz 1 1
C 0.3657 0.2332 1.0841
C 0.2354 0.3346 -0.3188
N -0.2366 1.2817 -1.2586
N -1.0055 0.2652 -1.5300
N -0.2967 -0.8179 -1.2377
H -0.5654 0.1543 1.5421
H 1.0133 1.0169 1.5790
H 1.0889 -0.7322 1.1658
H -0.5990 -1.7358 -1.0258
*
```

three) The following is a quantum chemistry calculation of a structure of composition C2H4N3, from the Open Molecules 2025 dataset.

**Molar mass**: 70.08 g/mol
**Orbital gap**: 12.14 eV
**Lowest unoccupied orbital energy**: -4.46 eV

Geometry as ORCA input:
```
! RIJCOSX wB97M-V def2-TZVPD def2/J DEFGRID3
* xyz 1 1
C -0.2576 -0.5621 -0.8836
C -0.3552 0.8512 1.0240
N 0.7782 0.0291 0.5694
N -0.6484 -0.3928 0.3018
N 0.0364 -0.9976 -1.9242
H -0.4679 0.9959 2.0909
H -0.3830 1.6998 0.4458
H 1.3578 -0.4718 1.2810
H -0.0603 -1.1517 -2.9051
*
```

It turns out three) is the most stable, with the second structure 0.0218 hartree higher.

one) The following is a quantum chemistry calculation of a structure of composition C3H4LiO4Tm, from the Open Molecules 2025 dataset.

**Molar mass**: 279.94 g/mol
**Orbital gap (alpha / beta)**: 8.23 / 8.29 eV
**Lowest unoccupied orbital energy (alpha / beta)**: -9.64 / -9.55 eV

Geometry as ORCA input:
```
! RIJCOSX wB97M-V def2-TZVPD def2/J DEFGRID3
* xyz 2 3
O -1.3912 -0.7133 0.5759
C -1.4485 0.5449 0.2433
C -2.5449 -1.4325 -0.0205
O -0.4465 1.2436 0.1049
O -2.6069 0.8915 -0.2493
C -3.3687 -0.2807 -0.6127
H -3.0260 -1.9384 0.8230
H -2.2886 -2.1997 -0.7558
H -4.3620 -0.1858 -0.1660
H -3.4394 -0.3101 -1.7047
O 3.1544 -0.5860 -0.2638
Tm 1.9181 1.1006 -0.2548
Li 4.0058 -1.7284 -1.1974
*
```

two) The following is a quantum chemistry calculation of a structure of composition C3H4LiO4Tm, from the Open Molecules 2025 dataset.

**Molar mass**: 279.94 g/mol
**Orbital gap (alpha / beta)**: 8.09 / 8.19 eV
**Lowest unoccupied orbital energy (alpha / beta)**: -10.22 / -10.13 eV

Geometry as ORCA input:
```
! RIJCOSX wB97M-V def2-TZVPD def2/J DEFGRID3
* xyz 2 3
H -2.3211 0.9835 1.1849
C -1.6305 0.5911 0.4265
C -2.3568 -0.1407 -0.6296
O -1.7678 -0.9031 0.4158
H -3.4508 -0.1659 -0.6255
H -1.9042 -0.2836 -1.6163
O 1.2835 -0.7156 0.1623
C 2.5007 -0.3306 0.2129
O 3.5324 -0.8990 -0.0531
Li -0.1568 -1.8942 0.3370
H 3.3466 1.3938 -0.2021
Tm 0.4498 1.3005 0.2648
O 2.4750 1.0639 0.1224
*
```

It turns out one) is the most stable, with the second structure 0.0883 hartree higher.

one) The following is a quantum chemistry calculation of the molecule C7H6O5, from the Open Molecules 2025 dataset.

**SMILES**: CC(=O)OCC1=CC(=O)OC1=O
**Molar mass**: 170.12 g/mol
**Orbital gap**: 9.10 eV
**Lowest unoccupied orbital energy**: -1.74 eV

Geometry as ORCA input:
```
! RIJCOSX wB97M-V def2-TZVPD def2/J DEFGRID3
* xyz 0 1
C -2.4959 -0.4792 -0.9209
C -1.1703 -0.4608 -1.8855
O -1.0172 -1.4446 -2.7905
O -0.1482 0.5978 -1.8632
C 1.0802 0.0055 -1.2704
C 1.1378 0.1638 0.3645
C 0.8662 1.4292 1.0982
C 1.0997 1.1015 2.6931
O 0.6916 1.8245 3.7390
O 1.8988 -0.1569 2.7668
C 1.4804 -0.8989 1.5655
O 1.3069 -2.2007 1.3236
H -3.1731 0.4610 -1.1524
H -2.2211 -0.5528 0.2277
H -3.1546 -1.4270 -1.2160
H 1.9788 0.6645 -1.6957
H 1.2871 -1.0970 -1.6155
H 0.5526 2.4700 0.6319
*
```

two) The following is a quantum chemistry calculation of the molecule C7H6O5, from the Open Molecules 2025 dataset.

**SMILES**: O=COCCC1=CC(=O)OC1=O
**Molar mass**: 170.12 g/mol
**Orbital gap**: 9.23 eV
**Lowest unoccupied orbital energy**: -1.60 eV

Geometry as ORCA input:
```
! RIJCOSX wB97M-V def2-TZVPD def2/J DEFGRID3
* xyz 0 1
O 3.3042 -1.9628 0.5168
C 2.8019 -1.1838 -0.4566
O 1.4847 -0.5491 -0.2835
C 1.6174 0.8716 0.1203
C 0.0899 1.4897 0.2427
C -1.1056 0.3981 -0.0186
C -1.6568 -0.2923 1.1790
C -2.8186 -1.2103 0.4621
O -3.5219 -2.2585 0.9029
O -3.1557 -0.7264 -0.9045
C -1.8774 -0.0985 -1.3782
O -1.4637 -0.0219 -2.6494
H 3.3514 -1.0161 -1.4859
H 2.1457 0.9696 1.1840
H 2.2178 1.5249 -0.6594
H -0.0459 2.4325 -0.4565
H -0.0192 1.8378 1.3793
H -1.3480 -0.2044 2.3055
*
```

It turns out one) is the most stable, with the second structure 0.0123 hartree higher.